The following is a DFT calculation (ωB97M-V with the def2-TZVPD basis set) of 2 unconnected molecules or ions with the total composition C3H12N2O in a non-equilibrium geometry.

XYZ file:
```
18
Properties=species:S:1:pos:R:3
C -0.08 1.16 -2.22
C -0.70 0.15 -1.27
N 0.32 -0.64 -0.55
C 1.11 0.02 0.43
N 0.42 0.63 1.62
H 0.91 0.87 -2.58
H 0.03 2.17 -1.81
H -0.71 1.26 -3.09
H -1.35 0.61 -0.54
H -1.30 -0.59 -1.81
H 0.04 -1.60 -0.40
H 1.63 0.83 -0.07
H 1.85 -0.63 0.87
H -0.11 1.45 1.31
H -0.35 0.00 1.86
H -0.81 -2.06 2.02
H 0.02 -1.77 3.27
O -0.90 -1.86 2.97
```

Calculated values
electronic energy = -8332.80307 eV
LUMO = 0.74 eV
strongest force on any atom = 0.029 hartree/bohr
HOMO level = -8.71 eV
SMILES = CCNCN.O



The following is a DFT calculation (ωB97M-V with the def2-TZVPD basis set) of a molecular structure, C6H10N2 in a non-equilibrium geometry.

XYZ file:
```
18
Properties=species:S:1:pos:R:3
C -0.39 -0.44 -0.91
C -0.93 -1.59 0.17
C -1.18 -0.13 0.55
C -0.01 0.53 1.22
C 1.32 -0.07 1.03
C 0.97 0.13 -0.52
H -1.18 1.25 -2.01
H -0.32 0.07 -2.93
H -0.26 -2.46 0.73
H -1.80 -2.10 -0.25
H -2.09 0.38 0.79
H -0.24 1.21 2.16
H 1.38 -1.05 1.32
H 2.28 0.35 1.39
H 1.98 0.09 -1.05
H 1.05 2.24 0.36
N -0.89 0.11 -2.10
N 0.30 1.47 0.04
```

Calculated values
electronic energy = -9358.50146 eV
LUMO = 1.07 eV
strongest force on any atom = 0.114 hartree/bohr
HOMO level = -8.67 eV



The following is a DFT calculation (ωB97M-V with the def2-TZVPD basis set) of 2 unconnected molecules or ions with the total composition C8H18NO in a non-equilibrium geometry.

XYZ file:
```
28
Properties=species:S:1:pos:R:3
C 1.64 1.94 0.98
C 0.83 1.37 0.09
C 0.82 1.89 -1.39
C -2.36 0.98 0.22
C -1.97 -1.44 0.01
C 1.73 -2.13 0.32
C -1.27 -0.04 -0.30
C 0.01 0.16 0.35
N 1.36 -1.06 -0.65
O 0.11 -0.23 1.61
H 1.59 1.47 2.06
H 2.45 2.70 0.85
H 0.36 2.90 -1.49
H 1.91 1.91 -1.59
H 0.30 1.11 -2.15
H -2.03 1.99 0.28
H -2.64 0.72 1.22
H -3.19 0.84 -0.45
H -1.57 -2.13 -0.71
H -1.73 -1.78 1.00
H -3.05 -1.19 -0.13
H 2.10 -1.88 1.29
H 0.71 -2.59 0.36
H 2.47 -2.80 -0.07
H -1.22 0.30 -1.29
H 0.99 -1.60 -1.40
H 2.14 -0.63 -1.07
H -0.47 -0.76 2.04
```

Calculated values
electronic energy = -12112.92727 eV
total charge = +1
LUMO (spin up / spin down) = -2.63 / -6.89 eV
2S+1 = 3
strongest force on any atom = 0.192 hartree/bohr
HOMO level (spin up / spin down) = -10.19 / -14.59 eV



The following is a DFT calculation (ωB97M-V with the def2-TZVPD basis set) of a molecular structure, C4H9NO3S in a non-equilibrium geometry.

XYZ file:
```
18
Properties=species:S:1:pos:R:3
C -1.64 1.23 0.35
C -0.67 0.54 -0.51
C -0.43 0.36 -1.96
C 3.49 0.39 1.07
N 0.82 0.72 0.55
O 2.50 0.65 -1.36
O 1.91 -1.41 -0.20
O -1.54 -0.23 0.15
S 2.19 0.00 -0.13
H -1.21 1.70 1.25
H -2.53 1.50 -0.09
H -0.28 -0.66 -2.27
H 0.40 0.75 -2.46
H -1.30 0.70 -2.53
H 3.26 0.40 2.13
H 4.36 -0.31 0.93
H 4.13 1.27 1.00
H 0.54 0.23 1.34
```

Calculated values
electronic energy = -22758.07370 eV
LUMO = 0.65 eV
strongest force on any atom = 0.076 hartree/bohr
HOMO level = -9.89 eV



The following is a DFT calculation (ωB97M-V with the def2-TZVPD basis set) of a molecular structure, C3H8N2S2 in a non-equilibrium geometry.

XYZ file:
```
15
Properties=species:S:1:pos:R:3
C 2.01 0.02 -0.13
C -1.47 1.11 0.54
C -1.23 -1.10 -0.40
N 0.89 0.54 -0.55
N -0.62 -0.09 0.34
S 3.32 1.00 0.16
S 2.27 -1.70 0.03
H -1.99 1.37 -0.44
H -2.30 1.04 1.30
H -0.83 1.94 0.85
H -0.51 -1.84 -0.79
H -1.92 -1.63 0.38
H -1.81 -0.64 -1.26
H 0.83 1.45 -0.92
H 3.36 -1.45 0.88
```

Calculated values
electronic energy = -27885.90735 eV
LUMO (spin up / spin down) = 0.70 / -2.63 eV
2S+1 = 3
strongest force on any atom = 0.067 hartree/bohr
HOMO level (spin up / spin down) = -6.21 / -8.40 eV



The following is a DFT calculation (ωB97M-V with the def2-TZVPD basis set) of a molecular structure, Hg4O16S4 in a non-equilibrium geometry.

XYZ file:
```
24
Properties=species:S:1:pos:R:3
Hg -3.34 0.37 -0.78
Hg -0.97 -2.50 0.69
Hg 1.66 1.68 0.36
Hg 2.71 -0.45 -3.33
S -0.09 -0.35 -1.61
O -1.53 -0.60 -1.51
O 0.54 -1.09 -0.49
O 0.55 -0.65 -2.91
O 0.18 1.04 -1.23
S 1.32 -0.81 2.70
O 2.36 -1.73 2.29
O -0.04 -1.20 2.16
O 1.12 -0.65 4.12
O 1.63 0.54 2.04
S 2.39 2.88 -2.37
O 1.56 3.28 -1.16
O 3.55 3.74 -2.44
O 2.77 1.45 -2.14
O 1.65 3.01 -3.63
S -3.72 -1.60 1.89
O -2.62 -2.37 2.56
O -2.85 -1.16 0.70
O -4.79 -2.45 1.46
O -4.04 -0.39 2.63
```

Calculated values
electronic energy = -92789.24012 eV
LUMO = -5.83 eV
strongest force on any atom = 0.116 hartree/bohr
HOMO level = -9.11 eV



The following is a DFT calculation (ωB97M-V with the def2-TZVPD basis set) of C2N2 in the gas phase in a non-equilibrium geometry.

XYZ file:
```
4
Properties=species:S:1:pos:R:3
C -0.64 0.33 0.18
C -0.14 0.09 -1.33
N 0.56 -0.18 -0.22
N -0.79 0.61 1.29
```

Calculated values
electronic energy = -5048.63326 eV
LUMO = -1.79 eV
strongest force on any atom = 0.159 hartree/bohr
HOMO level = -11.91 eV



The following is a DFT calculation (ωB97M-V with the def2-TZVPD basis set) of a molecular structure, C3H4O2S in a non-equilibrium geometry.

XYZ file:
```
10
Properties=species:S:1:pos:R:3
C -0.73 0.88 -0.04
C -0.40 -0.51 -0.15
C 0.94 -0.94 0.02
H 1.01 0.95 -0.55
H -0.76 0.77 1.19
H -1.72 1.06 -0.51
H 1.18 -2.24 0.82
O 0.14 1.92 -0.55
O 1.75 -0.04 -0.27
S -1.40 -1.86 0.04
```

Calculated values
electronic energy = -18100.28164 eV
LUMO = -2.41 eV
strongest force on any atom = 0.114 hartree/bohr
HOMO level = -9.56 eV



Which value of strongest force on any atom does entry 1 give? 0.029 hartree/bohr



What did the first record say?
The following is a DFT calculation (ωB97M-V with the def2-TZVPD basis set) of 2 unconnected molecules or ions with the total composition C3H12N2O in a non-equilibrium geometry.

XYZ file:
```
18
Properties=species:S:1:pos:R:3
C -0.08 1.16 -2.22
C -0.70 0.15 -1.27
N 0.32 -0.64 -0.55
C 1.11 0.02 0.43
N 0.42 0.63 1.62
H 0.91 0.87 -2.58
H 0.03 2.17 -1.81
H -0.71 1.26 -3.09
H -1.35 0.61 -0.54
H -1.30 -0.59 -1.81
H 0.04 -1.60 -0.40
H 1.63 0.83 -0.07
H 1.85 -0.63 0.87
H -0.11 1.45 1.31
H -0.35 0.00 1.86
H -0.81 -2.06 2.02
H 0.02 -1.77 3.27
O -0.90 -1.86 2.97
```

Calculated values
electronic energy = -8332.80307 eV
LUMO = 0.74 eV
strongest force on any atom = 0.029 hartree/bohr
HOMO level = -8.71 eV
SMILES = CCNCN.O



Which value of electronic energy does entry 8 give? -18100.28164 eV



Look up the electronic energy of the eighth one. -18100.28164 eV